{
  "formula": "C34H10F15GeN3O2PdS",
  "method": "ωB97M-V/def2-TZVPD",
  "gap_ev": 6.6,
  "fmax_ev_per_a": 0.172,
  "homo_energy_ha": -0.306,
  "lumo_ev": -1.693,
  "relative_energy_ev": 0.000,
  "species": ["Pd", "O", "C", "O", "C", "C", "C", "N", "C", "C", "C", "C", "C", "C", "C", "N", "C", "C", "C", "C", "C", "N", "H", "H", "H", "H", "H", "H", "H", "H", "H", "H", "F", "C", "C", "C", "F", "C", "F", "C", "F", "C", "F", "Ge", "S", "C", "C", "F", "C", "F", "C", "F", "C", "F", "C", "F", "C", "C", "F", "C", "F", "C", "F", "C", "F", "C", "F"],
  "coordinates": [[-0.752, 0.131, 0.493], [3.511, -1.833, -4.455], [3.792, -1.916, -3.250], [4.794, -2.312, -2.636], [2.653, -1.407, -2.312], [1.472, -0.918, -2.858], [0.476, -0.484, -2.006], [0.665, -0.549, -0.684], [1.798, -0.987, -0.127], [2.825, -1.437, -0.934], [1.774, -0.902, 1.352], [2.835, -1.282, 2.153], [2.720, -1.159, 3.530], [1.544, -0.673, 4.073], [0.516, -0.315, 3.219], [0.632, -0.412, 1.895], [-0.844, 0.082, -2.367], [-1.258, 0.268, -3.674], [-2.513, 0.806, -3.915], [-3.328, 1.134, -2.845], [-2.856, 0.929, -1.561], [-1.642, 0.429, -1.328], [1.405, -0.906, -3.939], [3.772, -1.815, -0.571], [3.737, -1.664, 1.698], [3.545, -1.444, 4.168], [1.413, -0.562, 5.140], [-0.428, 0.072, 3.578], [-0.601, -0.003, -4.487], [-2.847, 0.963, -4.932], [-4.315, 1.550, -2.990], [-3.436, 1.173, -0.680], [0.470, 2.672, -0.301], [-0.588, 3.273, -0.864], [-1.693, 3.600, -0.094], [-2.764, 4.154, -0.775], [-3.896, 4.456, -0.124], [-2.744, 4.387, -2.139], [-3.804, 4.904, -2.757], [-1.620, 4.046, -2.869], [-1.597, 4.232, -4.182], [-0.530, 3.483, -2.228], [0.543, 3.124, -2.929], [-1.813, 3.057, 1.796], [-2.422, 0.964, 1.878], [-0.084, 3.380, 2.696], [0.948, 4.166, 2.206], [0.791, 4.877, 1.085], [2.171, 4.276, 2.846], [3.140, 5.030, 2.336], [2.381, 3.595, 4.032], [3.548, 3.683, 4.654], [1.360, 2.836, 4.576], [1.548, 2.192, 5.729], [0.150, 2.760, 3.913], [-0.825, 2.052, 4.505], [-3.056, 4.245, 2.736], [-2.785, 5.603, 2.696], [-1.720, 6.033, 2.000], [-3.565, 6.545, 3.335], [-3.274, 7.842, 3.268], [-4.668, 6.117, 4.055], [-5.435, 7.000, 4.679], [-4.968, 4.768, 4.125], [-6.026, 4.363, 4.824], [-4.161, 3.853, 3.470], [-4.491, 2.564, 3.573]]
}